{
  "formula": "C2H9N4S",
  "method": "ωB97M-V/def2-TZVPD",
  "charge": 1,
  "de_lowest_kj_mol": 39.02,
  "fmax_ev_per_a": 3.9,
  "orbital_gap_ev": 10.7283,
  "smiles": "NC(N)=[NH+][C@H](N)S",
  "homo_ha": -0.50508,
  "elements": ["S", "N", "N", "N", "N", "C", "C", "H", "H", "H", "H", "H", "H", "H", "H", "H"],
  "coordinates": [[-0.99827, 0.63979, 2.32659], [-0.01768, -1.92219, 1.58252], [-0.34739, 1.95860, -0.60478], [0.58554, 0.67889, -2.37304], [0.07491, -0.36511, -0.36371], [0.11767, -0.56977, 1.42334], [0.12695, 0.71831, -1.07353], [0.14489, -1.38668, -0.66704], [-0.74489, 2.68585, -1.24140], [-2.05040, 0.06353, 1.84282], [0.78058, -2.28464, 2.01232], [-0.99479, 1.89779, 0.21342], [0.90997, -0.09680, -2.89734], [1.22424, -0.20941, 1.54978], [-0.84009, -2.43634, 1.64471], [0.71104, 1.51888, -2.94082]]
}